Record 1
This record from the Open Molecules 2025 dataset describes the molecule C2HBrO in a non-equilibrium geometry. The level of theory is wB97M-V/def2-TZVPD.

Computed properties:
* energy: -74178.707 eV
* multiplicity: 1
* total charge: 0
* frontier orbital gap: 8.91 eV
* E_LUMO: -0.298 eV

Geometry (Å):
Br -1.6539 -1.1002 0.0014
O 0.2440 1.9649 0.0752
C 0.2781 0.8105 -0.0107
C 0.1695 -0.4788 -0.0223
H 0.9622 -1.1965 -0.0436


Record 2
This record from the Open Molecules 2025 dataset describes a structure of composition C2H2BiFO2 in a non-equilibrium geometry. The level of theory is wB97M-V/def2-TZVPD.

Computed properties:
* energy: -14732.974 eV
* multiplicity: 1
* total charge: +2
* frontier orbital gap: 7.89 eV
* E_LUMO: -13.124 eV

Geometry (Å):
Bi 1.4291 0.0045 0.0081
F 3.2371 0.1472 0.0520
O -0.5249 -0.3240 -0.2299
O -2.6482 1.0447 0.0686
C -1.5678 -1.3090 0.0323
C -2.0284 0.0760 -0.0329
H -1.5538 -1.7342 1.0441
H -1.8440 -1.9179 -0.8376


Record 3
This record from the Open Molecules 2025 dataset describes the molecule C18H25N5. The level of theory is wB97M-V/def2-TZVPD.

Computed properties:
* energy: -26520.676 eV
* multiplicity: 1
* total charge: 0
* frontier orbital gap: 10.08 eV
* E_LUMO: 0.462 eV

Geometry (Å):
N 2.1829 -3.5335 0.5698
N -0.9818 -2.0653 1.7886
N -1.2791 -2.9028 -2.3335
N -1.8565 0.5293 -0.8495
N 2.1962 -1.4235 -3.0484
C 1.8390 -2.5643 0.0743
C -4.0028 0.8504 0.2397
C 1.8122 -1.4350 -1.9734
C -2.4849 0.8672 0.4142
C 1.1884 2.5777 -1.8036
C -4.5406 -0.5362 -0.1171
C -0.2095 -1.3381 -0.5726
C 1.7982 -0.0099 0.0209
C 2.4145 -0.1475 1.4156
C 0.5340 0.8745 0.0266
C -0.4763 0.1733 -0.9075
C 0.8196 2.3346 -0.3430
C -4.5698 -1.4874 1.0734
C 3.8842 -0.5770 1.3983
C -0.6670 -1.7295 0.7425
C -0.8083 -2.2198 -1.5493
C 1.3520 -1.3759 -0.5973
C 4.8207 0.5370 0.9434
H -2.1973 0.1260 1.1591
H -0.0604 2.9343 -0.1000
H 2.5461 0.4300 -0.6449
H 4.0142 -1.4490 0.7542
H 0.1131 0.8595 1.0391
H 1.9910 1.9221 -2.1344
H 4.6258 0.8317 -0.0856
H 2.3470 0.8239 1.9124
H -5.5558 -0.4275 -0.5043
H -5.1855 -1.0790 1.8723
H -3.5723 -1.6659 1.4661
H -3.9235 -0.9593 -0.9119
H 1.5241 3.6045 -1.9255
H -4.2676 1.5550 -0.5529
H -2.1076 1.2003 -1.5622
H -0.1501 0.2916 -1.9481
H -2.1745 1.8594 0.7834
H 1.8290 -0.8581 2.0056
H 4.7088 1.4131 1.5789
H 1.6351 2.6844 0.2949
H -4.9876 -2.4457 0.7751
H 4.1616 -0.8787 2.4095
H -4.4659 1.1982 1.1647
H 0.3343 2.4293 -2.4602
H 5.8528 0.2020 1.0023


Record 4
This record from the Open Molecules 2025 dataset describes a structure of composition C19H18N3OReSb. The level of theory is wB97M-V/def2-TZVPD.

Computed properties:
* energy: -35133.078 eV
* multiplicity: 2
* total charge: +4
* frontier orbital gap (spin up / spin down): 5.97 / 6.14 eV
* ⟨S²⟩: 0.92
* E_LUMO (spin up / spin down): -16.982 / -16.807 eV

Geometry (Å):
Re 0.2787 -0.6800 -0.2587
Sb -0.8554 2.3299 1.4752
O 1.7258 -3.3361 0.9185
N 1.6064 0.5567 0.5321
N -1.2425 -0.7882 1.0018
N -0.6300 0.9233 -1.1783
C 3.9107 1.0257 0.9807
C 3.3264 -0.7401 -0.6955
C -1.9117 -1.9984 1.1163
C -0.7263 0.6604 -2.5037
C -1.6164 -3.0748 0.1203
C -3.1490 -1.1260 2.9639
C -1.5966 0.2995 1.7874
C -1.7686 2.7518 -2.8619
C -2.8639 -2.1697 2.0942
C 1.2302 -2.4320 0.4973
C -2.5148 0.1140 2.7890
C 1.2048 1.6215 1.3261
C -0.1365 -0.6956 -2.7757
C 2.1599 2.3192 2.0200
C 3.5229 2.0206 1.8674
C 2.9521 0.2970 0.3154
C -1.2899 1.5504 -3.3848
C -1.0892 2.0829 -0.6525
C -1.6663 3.0150 -1.4905
H -2.5462 -3.4440 -0.3235
H -0.1471 -1.0280 -3.8229
H 4.2707 2.5928 2.4074
H -3.8888 -1.2548 3.7477
H 4.9593 0.8241 0.7931
H -1.1166 -3.9356 0.5708
H 0.9549 -0.7339 -2.5645
H -1.0258 -2.7338 -0.7496
H -1.3605 1.3279 -4.4426
H -2.2222 3.4846 -3.5204
H -0.7168 -1.5150 -2.2979
H 3.8013 -1.6135 -0.2422
H 4.0403 -0.3264 -1.4145
H -2.0435 3.9525 -1.0997
H -3.3914 -3.1142 2.1653
H 2.4844 -1.0805 -1.3257
H 1.8660 3.1310 2.6757
H -2.7787 0.9400 3.4396


Record 5
This record from the Open Molecules 2025 dataset describes the molecule C3H3N3O in a non-equilibrium geometry. The level of theory is wB97M-V/def2-TZVPD.

Computed properties:
* energy: -9671.914 eV
* multiplicity: 1
* total charge: 0
* frontier orbital gap: 9.43 eV
* E_LUMO: -0.748 eV

Geometry (Å):
O -0.3244 0.7740 -0.8822
N -0.4182 -0.2927 1.4181
N -1.2734 -0.7574 0.3627
N 0.8875 0.2761 -1.1972
C 1.5575 0.0699 -0.0584
C 0.8485 -0.0710 1.1894
C -1.3464 -0.0613 -0.7195
H -1.9328 -0.4785 -1.4468
H 1.2693 0.4414 2.0926
H 2.5304 -0.3622 -0.1421


Record 6
This record from the Open Molecules 2025 dataset describes a cluster of 13 separate species, C5H33NO12 in total in a non-equilibrium geometry. The level of theory is wB97M-V/def2-TZVPD.

Computed properties:
* energy: -31777.312 eV
* multiplicity: 1
* total charge: 0
* frontier orbital gap: 7.83 eV
* E_LUMO: 0.036 eV

Geometry (Å):
O -2.9829 -1.4319 -2.1727
O 2.8963 -1.6151 1.4907
O 3.2979 -1.2402 -1.3928
O -3.1489 -3.3895 0.0323
O 0.4884 3.9232 -2.5413
O -3.1268 -0.3384 1.3389
O -3.2287 2.2434 0.0341
O -0.0158 -3.9228 0.7028
O 0.6299 0.5272 3.4526
O -1.9993 1.0206 3.3370
O 2.7040 2.3293 1.5768
O 4.1411 1.1665 -0.3384
N 0.6751 -2.1169 -3.1101
C -0.1273 2.3400 0.5645
C -0.4978 -0.6700 -1.6344
C 0.3360 -1.6911 -1.8132
C -0.2948 1.3014 -0.4251
C -0.7891 0.0666 -0.4045
H 2.6214 -1.7713 -0.8560
H 3.8737 -1.7232 -1.8626
H 0.7671 2.4558 1.2173
H 0.9639 -0.4380 3.2674
H -1.0660 -0.2306 0.5856
H -0.9000 -0.2643 -2.6811
H -2.5565 -0.0089 2.0706
H 1.6857 -1.8512 -3.3451
H 3.7629 -1.9032 1.8827
H -3.8805 -0.7238 1.7599
H -0.2556 3.3474 0.1014
H -1.0666 2.4486 1.1487
H -2.8255 -3.5806 -0.8628
H 0.0681 -1.6883 -3.8178
H 3.1802 2.1996 0.8092
H -0.9151 -4.0934 0.7321
H 0.0653 3.2941 -3.2036
H 3.0981 -0.6549 1.5902
H 3.3467 2.1566 2.1615
H -3.0458 2.3262 -0.8641
H 4.1234 1.6773 -1.1545
H -2.8418 -0.8285 -1.3964
H -3.9092 -1.1345 -2.4078
H 0.7745 -2.2451 -1.0664
H -2.2766 1.8791 3.4019
H 0.9212 1.0876 2.7387
H 3.9523 0.2830 -0.8307
H -2.9858 1.3132 0.2422
H -1.0966 0.8850 3.6936
H 0.3685 -4.0248 1.5540
H 0.3377 1.6307 -1.3524
H -3.0066 -2.4302 -0.0965
H -0.2399 4.1087 -1.8563


Record 7
This record from the Open Molecules 2025 dataset describes a cluster of 12 separate species, C29H60Br16N4O3 in total in a non-equilibrium geometry. The level of theory is wB97M-V/def2-TZVPD.

Computed properties:
* energy: -1163825.580 eV
* multiplicity: 1
* total charge: 0
* frontier orbital gap: 9.21 eV
* E_LUMO: -0.071 eV

Geometry (Å):
Br -7.9027 -3.3609 -4.4440
Br -6.5405 -1.4102 6.0437
Br -6.6429 -3.4195 8.7918
Br 12.4895 -0.0604 2.7730
Br -8.2026 0.4202 -1.6608
Br 5.9703 -5.1243 -2.9919
Br 10.4841 -4.2417 2.5022
Br -8.2594 -9.3546 3.8049
Br 4.0726 -9.4253 -2.2436
Br 4.7945 -3.1793 8.6187
Br 1.8081 -7.4224 4.4365
Br 0.5675 6.4268 5.6737
Br -0.6470 8.5645 9.6869
Br -0.2367 -9.6280 6.6589
Br -5.5138 -6.3155 1.3815
Br 2.2940 -1.1102 9.8121
O -3.3803 2.8596 -7.4849
O -4.1773 7.3272 -3.5373
O 2.7792 0.3651 1.2907
N 4.6493 5.1737 -10.8943
N 0.7329 -0.2488 0.6070
N -3.6011 3.5946 -9.5835
N -2.2485 6.6777 -2.5890
C -6.2494 -8.0846 2.0882
C -3.0897 2.7160 -8.6819
C 0.1112 -0.2073 1.9315
C 11.9674 -1.9349 3.2371
C 4.2120 5.5348 -9.8686
C -3.1970 3.5661 -11.0095
C -4.6772 4.5354 -9.2280
C 10.7687 -2.2706 2.2920
C -5.0757 -1.5872 7.2960
C -7.5135 -7.7046 2.8372
C 5.2144 -7.7571 -2.0655
C 4.6289 -6.5417 -2.8653
C 2.4457 -8.7628 5.7497
C 0.3421 8.0856 8.0404
C 4.1585 4.0489 -7.1901
C -3.5550 6.4827 -2.9197
C -0.2726 6.8109 7.3859
C 4.1712 -1.5529 7.5107
C 4.4353 5.5303 -7.3264
C -1.4642 7.8176 -2.9712
C -5.5854 -1.6900 8.7390
C -0.2157 -0.6001 -0.5068
C 1.5796 -8.8709 7.0239
C -8.6097 -2.1074 -3.1711
C 3.7265 6.0208 -8.6071
C -7.7624 -0.8419 -3.2492
C 2.0280 0.0934 0.4069
C 3.8179 -0.4691 8.5521
C -1.4172 5.6370 -2.0275
H 3.2655 3.7453 -7.7364
H 4.5172 -6.8992 -3.8889
H 5.0000 3.3682 -7.3189
H -8.2700 -7.2513 2.1966
H 1.4037 7.9714 8.2596
H -4.5142 -0.6570 7.2095
H 3.6022 0.4687 8.0400
H -0.8459 7.5880 -3.8390
H 3.8935 3.9380 -6.1386
H 5.2102 -7.5345 -0.9984
H -0.0697 -1.2330 2.2531
H 0.0461 -0.3624 -1.5378
H 3.6814 -6.1768 -2.4689
H -1.1026 5.0092 -2.8612
H -0.5229 5.9502 -1.4888
H -4.4863 -2.4369 6.9513
H -7.1761 -7.0111 3.6075
H -1.3397 6.7378 7.1762
H -6.2144 -0.8614 9.0643
H -5.3044 4.5402 -10.1195
H -9.6193 -1.8826 -3.5150
H 2.3680 -9.6674 5.1467
H 0.0566 6.0622 8.1064
H 10.9403 -1.9982 1.2506
H 4.0586 6.0249 -6.4312
H 4.6453 -0.3232 9.2465
H 3.9584 7.0567 -8.8547
H 2.6398 6.0226 -8.6912
H 4.9794 -1.3369 6.8120
H 11.6787 -1.9639 4.2878
H -0.8844 8.1664 -2.1167
H -3.9391 2.9195 -11.4777
H -2.3810 2.0434 -9.1893
H -0.8630 0.2807 1.9595
H 2.1369 0.2833 -0.6721
H -2.1231 8.6439 -3.2383
H 5.4822 5.7389 -7.5468
H 0.2335 8.9331 7.3636
H -5.3191 4.0758 -8.4764
H -1.9685 5.0004 -1.3355
H -6.6832 -0.9940 -3.2370
H 9.8607 -1.8027 2.6721
H -3.9391 5.5101 -2.5751
H -2.1767 3.2532 -11.2309
H 6.2071 -8.0465 -2.4103
H -0.3365 -1.6827 -0.5448
H 2.0192 -9.5041 7.7946
H -3.2711 4.5742 -11.4175
H -1.1749 -0.1132 -0.3312
H -8.5530 -2.6821 -2.2466
H -5.4817 -8.4607 2.7645
H 3.4941 -8.5227 5.9269
H 0.7105 0.2156 2.7378
H 3.3930 -1.8592 6.8116
H 1.4437 -7.8785 7.4537
H 12.8035 -2.6310 3.1693
H -4.3369 5.5049 -8.8641
H -6.4816 -8.7587 1.2638
H -7.8284 -0.3017 -4.1936
H -4.7343 -1.7979 9.4113


Record 8
This record from the Open Molecules 2025 dataset describes the molecule C14H21NO3. The level of theory is wB97M-V/def2-TZVPD.

Computed properties:
* energy: -22491.176 eV
* multiplicity: 1
* total charge: 0
* frontier orbital gap: 9.23 eV
* E_LUMO: 0.725 eV

Geometry (Å):
O 2.4526 -1.8340 -1.3079
O 2.2707 1.2039 -0.7525
O -2.0007 -1.2383 2.8468
N 0.2324 -1.4898 -1.4908
C -0.1386 -2.2057 -0.2927
C 1.6610 -0.5069 -3.1624
C -0.5478 1.9657 2.1890
C 1.2952 1.4955 0.1496
C 0.5593 1.1621 2.4216
C -0.7259 2.5281 0.9397
C 1.5181 -1.3309 -1.8877
C 2.2130 1.7155 -2.0613
C -1.1242 -1.3987 0.5472
C -1.4075 -2.0819 1.8897
C 1.2487 0.9561 -2.9788
C -3.3006 -0.8093 2.5296
C 0.1846 2.2999 -0.0816
C 1.4713 0.9273 1.4144
H -0.7030 -0.4136 0.7480
H -0.5133 -1.0826 -2.0317
H -1.5840 3.1558 0.7452
H 0.0169 2.7628 -1.0425
H 1.0443 -0.9635 -3.9404
H 2.7051 -0.5580 -3.4728
H -1.2650 2.1425 2.9752
H -0.4642 -2.3929 2.3448
H 2.3352 0.3006 1.5678
H 0.7883 -2.3808 0.2580
H -2.0343 -2.9742 1.7312
H 1.9615 2.7847 -2.0515
H -0.5759 -3.1777 -0.5563
H -3.3037 -0.0917 1.7017
H -2.0555 -1.2703 -0.0111
H -3.9470 -1.6573 2.2709
H -3.6880 -0.3221 3.4225
H 0.7013 0.7097 3.3908
H 0.2372 1.0105 -2.5708
H 3.2332 1.6049 -2.4403
H 1.2493 1.4549 -3.9507


Record 9
This record from the Open Molecules 2025 dataset describes a cluster of 3 separate species, C22H46N5O in total. The level of theory is wB97M-V/def2-TZVPD.

Computed properties:
* energy: -33050.181 eV
* multiplicity: 1
* total charge: +1
* frontier orbital gap: 4.28 eV
* E_LUMO: -5.104 eV

Geometry (Å):
O -1.1696 -3.1822 -3.8870
N -1.9477 -2.9547 -1.7554
N -0.7101 1.3117 2.4111
N 2.6949 3.8508 -2.0469
N -3.2129 -7.8790 0.9072
N -2.2796 -8.7122 1.3070
C 2.7046 5.7932 -0.3736
C -0.7398 -6.9771 0.7529
C -1.4854 -4.7304 -0.1427
C 3.8017 2.6393 -0.0790
C 3.9276 4.1793 -2.7416
C -2.2862 -4.3225 -1.3806
C -1.7462 -6.1205 0.3482
C -3.0330 -6.6491 0.4441
C 2.0111 5.0058 -1.4917
C -2.3081 1.8926 4.2157
C 0.4115 0.4872 2.0044
C -1.0483 -8.2562 1.2246
C -0.7858 2.6227 1.7813
C 4.4621 3.0278 -3.5793
C 2.7507 2.6770 -1.1971
C -2.6024 -1.9352 -0.9376
C 1.8098 0.8475 2.5165
C -2.0467 -0.5448 -1.2064
C 0.1345 3.7319 2.3057
C -2.0610 -2.7839 -3.1841
C -3.3149 -2.1858 -3.7695
C -0.9659 1.2838 3.8408
H 1.8317 0.9995 3.5958
H -0.6054 2.4795 0.7119
H -3.9218 -6.1059 0.1583
H -3.6660 -2.8588 -4.5500
H 3.6938 2.6575 -4.2592
H 1.0300 4.6739 -1.1384
H -2.4268 -2.1635 0.1146
H 4.7239 4.5233 -2.0625
H -0.2773 -8.9407 1.5480
H -0.9567 0.2333 4.1462
H 3.7055 5.0211 -3.4024
H 2.1823 6.7382 -0.2140
H -3.3678 -4.4246 -1.2129
H 0.2953 -6.6654 0.7055
H -2.4725 0.1473 -0.4816
H -2.3362 2.9676 4.0378
H -4.1529 -8.2524 0.9795
H -4.1179 -2.0232 -3.0568
H 4.8079 2.1960 -2.9643
H -3.0715 -1.2395 -4.2513
H -3.1151 1.4295 3.6458
H -3.6927 -1.9367 -1.0705
H -1.7155 -4.0476 0.6799
H 4.7896 2.9431 -0.4269
H 2.1878 1.7442 2.0314
H 3.7390 6.0296 -0.6245
H 3.5292 3.2791 0.7600
H -2.2846 -0.1920 -2.2075
H 3.8876 1.6194 0.3007
H -0.1766 1.7799 4.4266
H -0.4254 -4.6133 -0.3592
H -0.9666 -0.5662 -1.0690
H 5.3112 3.3674 -4.1728
H 1.8124 5.6892 -2.3227
H -0.2066 4.6981 1.9301
H 0.1275 3.7842 3.3953
H 0.4286 0.4714 0.9098
H 1.7547 2.5456 -0.7610
H -1.9886 -4.9671 -2.2086
H 2.6971 5.2559 0.5746
H -1.8186 2.9706 1.8556
H 2.9027 1.8020 -1.8346
H 1.1668 3.6038 1.9810
H 0.1899 -0.5423 2.3117
H -2.5016 1.7345 5.2770
H 2.5052 0.0374 2.2864


Record 10
This record from the Open Molecules 2025 dataset describes a cluster of 2 separate species, C6H14N2O2 in total in a non-equilibrium geometry. The level of theory is wB97M-V/def2-TZVPD.

Computed properties:
* energy: -13512.851 eV
* multiplicity: 2
* total charge: +1
* frontier orbital gap (spin up / spin down): 10.15 / 4.51 eV
* ⟨S²⟩: 0.77
* E_LUMO (spin up / spin down): -3.343 / -8.954 eV

Geometry (Å):
O 1.8205 -1.4860 -2.1369
O -2.8504 0.2423 2.0843
N 1.9352 0.2431 -0.7261
N -1.1548 -0.1309 0.7184
C 0.7691 0.6627 -2.6820
C -1.6541 2.1722 1.9263
C 2.4765 -0.7738 0.2870
C 1.5700 -0.3618 -1.9716
C -1.2314 -1.4768 0.7855
C -1.8826 0.7017 1.5093
H -0.2070 -1.7615 0.2221
H 0.5878 0.8171 -3.7945
H 1.0517 1.6683 -2.3105
H 3.4159 -1.2613 -0.2391
H 2.4910 -0.2406 1.3457
H -2.6929 2.5371 2.0882
H 2.4681 1.0990 -0.5775
H -1.4497 -1.8313 1.8854
H -0.2265 0.3756 0.3801
H -1.2606 2.2311 2.9078
H 1.6194 -1.5569 0.2622
H -0.2662 0.7498 -2.3816
H -0.9619 2.8051 1.3726
H -2.0777 -2.0121 0.1868


Record 11
This record from the Open Molecules 2025 dataset describes the molecule C3H7N3O in a non-equilibrium geometry. The level of theory is wB97M-V/def2-TZVPD.

Computed properties:
* energy: -9742.187 eV
* multiplicity: 1
* total charge: 0
* frontier orbital gap: 8.36 eV
* E_LUMO: 0.791 eV

Geometry (Å):
O -0.9267 -1.9996 0.1711
N 2.4005 -0.0732 -0.0905
N -0.2009 1.5105 -0.1470
N -2.4069 -0.2361 0.1062
C -0.0184 0.1649 0.1852
C -1.1566 -0.7801 0.1516
C 1.1636 -0.5231 0.2974
H 1.2499 -1.4423 0.8785
H -2.4886 0.7628 0.2426
H 3.1065 -0.7980 -0.1864
H -0.6128 1.6147 -1.0711
H 0.6660 2.0329 -0.0729
H 2.3959 0.6019 -0.8457
H -3.1714 -0.8353 0.3808


Record 12
This record from the Open Molecules 2025 dataset describes a structure of composition C14H18N2O5 in a non-equilibrium geometry. The level of theory is wB97M-V/def2-TZVPD.

Computed properties:
* energy: -28021.455 eV
* multiplicity: 1
* total charge: 0
* frontier orbital gap: 9.06 eV
* E_LUMO: -0.123 eV

Geometry (Å):
O 3.1961 0.2990 -0.0417
O 0.8904 -1.0825 1.2769
O -3.4732 1.2365 2.5513
O 1.3447 0.3308 3.1867
O -2.0161 -0.6243 2.1471
N 3.4611 -0.3462 -2.5542
N 1.0257 1.2729 -0.2329
C 2.1715 -0.1126 -2.0890
C -0.0813 -1.4467 -2.0649
C -2.7825 -0.6842 -1.3303
C -0.7110 -2.1169 -1.0369
C 0.9911 1.5269 1.3427
C -2.4440 0.7493 1.9128
C 0.9823 0.1001 1.8932
C -1.5048 1.4095 0.9076
C 1.3717 -1.5049 -2.0778
C -2.1216 -0.0687 -2.4393
C -0.4135 2.2450 1.5806
C -2.0768 -1.6363 -0.5822
C 2.0885 0.4116 -0.6423
C -0.8166 -0.4047 -2.8302
H 1.8845 2.2771 1.4684
H -1.0671 -0.8366 1.6529
H -0.8072 2.5563 2.5871
H -0.2490 3.1293 0.9907
H 3.7384 -1.4193 -2.2153
H 1.4159 -0.5509 3.7009
H -3.8627 -0.2918 -1.1968
H 4.1741 0.4874 -1.7945
H 1.6701 -2.1605 -1.2679
H 1.6703 -2.0256 -2.9207
H -1.1194 0.8568 0.1611
H 1.7850 0.5345 -2.9225
H -2.6237 -1.9026 0.4781
H -0.0474 1.1788 -0.5700
H -2.3039 2.0177 0.5040
H -2.6995 0.4707 -3.2767
H -0.2637 -0.0567 -3.6424
H -0.1547 -2.8325 -0.4531